The following is a quantum chemistry calculation of a molecular structure, C3H3I2O2 at a distorted geometry, from the Open Molecules 2025 dataset.

Last column: Mulliken charge in e.
CARTESIAN COORDINATES (ANGSTROEM)
1 C -0.571 1.192 1.522  0.856
2 C 0.155 -0.151 -1.262  -1.253
3 C 0.136 -0.451 0.265  -0.529
4 O -0.324 2.018 0.732  -0.465
5 O -1.042 0.689 2.470  -0.459
6 I -1.165 -2.217 0.388  -0.140
7 I 2.225 -1.094 0.833  -0.166
8 H 0.872 -0.735 -1.898  0.343
9 H -0.855 -0.028 -1.681  0.371
10 H 0.569 0.777 -1.369  0.442

Properties
* E_LUMO: 3.006 eV
* spin multiplicity: 1
* ΔE to the lowest compared entry with this formula, charge and spin: 1.030 eV
* total energy: -862.017873 a.u.
* frontier orbital gap: 6.73 eV
* HOMO level: -3.721 eV
* net charge: -1


The following is a quantum chemistry calculation of 2 unconnected molecules or ions with the total composition C3H3I3O at a distorted geometry, from the Open Molecules 2025 dataset.

Last column: Mulliken charge in e.
CARTESIAN COORDINATES (ANGSTROEM)
1 C -0.326 0.113 0.641  0.591
2 C 1.979 0.527 -0.253  -0.949
3 C 0.621 -0.156 -0.188  -0.301
4 O -1.180 0.379 1.397  -0.354
5 I 3.568 -0.574 0.676  0.102
6 I -5.050 -0.254 0.391  -0.073
7 I 0.134 -1.634 -1.648  0.091
8 H -3.570 -0.658 -0.061  0.067
9 H 1.712 1.520 0.281  0.355
10 H 2.112 0.737 -1.234  0.471

Properties
* E_LUMO: -0.761 eV
* spin multiplicity: 1
* ΔE to the lowest compared entry with this formula, charge and spin: 0.613 eV
* structure (SMILES): O=C=C(I)CI.I
* total energy: -1084.372225 a.u.
* frontier orbital gap: 8.30 eV
* HOMO level: -9.057 eV


The following is a quantum chemistry calculation of a molecular structure, C3H3IN2O at a distorted geometry, from the Open Molecules 2025 dataset.

Last column: Mulliken charge in e.
CARTESIAN COORDINATES (ANGSTROEM)
1 C 0.455 1.752 -0.189  0.082
2 C -0.410 -0.553 -0.531  -0.098
3 C 0.629 -0.203 0.373  0.279
4 N 0.629 2.887 -0.288  -0.426
5 N -1.583 -0.619 -0.095  -0.605
6 O 0.431 -0.240 1.643  -0.453
7 I 2.538 -1.047 -0.185  0.305
8 H 0.007 -0.719 -1.583  0.244
9 H -2.151 -0.776 -0.925  0.278
10 H -0.545 -0.482 1.779  0.394

Properties
* E_LUMO (alpha / beta): -0.227 / -4.652 eV
* spin multiplicity: 3
* ΔE to the lowest compared entry with this formula, charge and spin: 3.396 eV
* expectation value of S²: 2.007
* total energy: -598.299902 a.u.
* frontier orbital gap (alpha / beta): 6.65 / 5.71 eV
* HOMO level (alpha / beta): -6.874 / -10.358 eV


The following is a quantum chemistry calculation of 2 unconnected molecules or ions with the total composition C3H3IO2 at a distorted geometry, from the Open Molecules 2025 dataset.

Last column: Mulliken charge in e.
CARTESIAN COORDINATES (ANGSTROEM)
1 C 2.812 -1.318 -0.008  0.037
2 C 1.858 -0.564 -0.032  -0.258
3 C 0.847 0.360 0.152  -0.069
4 O -1.358 0.710 -0.019  -0.499
5 O -0.387 -0.108 -0.118  0.103
6 I -4.847 0.078 0.043  -0.101
7 H 3.782 -1.741 -0.382  0.337
8 H 1.173 1.301 0.570  0.358
9 H -3.879 1.283 -0.208  0.091

Properties
* E_LUMO (alpha / beta): -1.660 / -1.660 eV
* spin multiplicity: 1
* ΔE to the lowest compared entry with this formula, charge and spin: 6.975 eV
* total energy: -564.012475 a.u.
* frontier orbital gap (alpha / beta): 7.57 / 7.57 eV
* HOMO level (alpha / beta): -9.225 / -9.227 eV


Q: The highest spin multiplicity belongs to which entry?
A: C3H3IN2O


Copy entry 4 word for word.
The following is a quantum chemistry calculation of 2 unconnected molecules or ions with the total composition C3H3IO2 at a distorted geometry, from the Open Molecules 2025 dataset.

Last column: Mulliken charge in e.
CARTESIAN COORDINATES (ANGSTROEM)
1 C 2.812 -1.318 -0.008  0.037
2 C 1.858 -0.564 -0.032  -0.258
3 C 0.847 0.360 0.152  -0.069
4 O -1.358 0.710 -0.019  -0.499
5 O -0.387 -0.108 -0.118  0.103
6 I -4.847 0.078 0.043  -0.101
7 H 3.782 -1.741 -0.382  0.337
8 H 1.173 1.301 0.570  0.358
9 H -3.879 1.283 -0.208  0.091

Properties
* E_LUMO (alpha / beta): -1.660 / -1.660 eV
* spin multiplicity: 1
* ΔE to the lowest compared entry with this formula, charge and spin: 6.975 eV
* total energy: -564.012475 a.u.
* frontier orbital gap (alpha / beta): 7.57 / 7.57 eV
* HOMO level (alpha / beta): -9.225 / -9.227 eV


Q: Which value of spin multiplicity does entry 4 give?
A: 1


Q: Which of these has the highest spin multiplicity?
A: C3H3IN2O